{"formula": "C22H43InN2P3S", "method": "ωB97M-V/def2-TZVPD", "de_lowest_kcal_mol": 104.6, "homo_energy_ha": [-0.5948, -0.5948], "energy_ha": -2584.8624, "charge": 3, "multiplicity": 1, "elements": ["In", "P", "P", "P", "H", "C", "C", "H", "C", "C", "C", "C", "C", "C", "C", "C", "C", "H", "H", "H", "H", "H", "H", "H", "H", "H", "H", "H", "H", "H", "H", "H", "H", "H", "H", "H", "H", "H", "H", "H", "H", "H", "H", "H", "H", "H", "C", "C", "C", "C", "C", "C", "S", "H", "H", "H", "H", "H", "H", "N", "C", "C", "C", "N", "C", "C", "H", "H", "H", "H", "H", "H"], "coordinates": [[0.4895, -1.1344, -0.3033], [-0.7398, 1.8707, 1.7015], [-2.3023, -0.8119, -0.1719], [2.3781, 1.0397, 0.1772], [1.6756, -2.3938, -4.0122], [2.1505, -1.7203, -3.2637], [1.8455, -1.9523, -1.7951], [0.9833, -2.6841, -1.8108], [-1.0782, 3.4952, 0.8964], [-2.2641, 1.9051, 2.7486], [0.3536, 2.5103, 3.0446], [-2.9954, -2.1756, -1.2056], [-3.6180, -0.9300, 1.1496], [-3.0518, 0.5710, -1.1448], [3.7973, 0.6651, -0.9369], [3.3180, 1.0525, 1.7746], [2.2202, 2.8448, -0.2197], [3.2331, -1.5787, -3.5429], [2.7490, -2.0842, -1.1820], [-1.3876, 4.2042, 1.6751], [-1.8817, 3.4019, 0.1552], [-0.1800, 3.8789, 0.4033], [-2.2725, 2.8552, 3.3036], [-2.2362, 1.0660, 3.4590], [-3.1726, 1.8749, 2.1318], [-0.2402, 3.0826, 3.7705], [1.1446, 3.1625, 2.6534], [0.7753, 1.6486, 3.5763], [-3.7799, -2.6645, -0.6205], [-2.2171, -2.9084, -1.4229], [-3.4419, -1.8355, -2.1481], [-4.5553, -0.5113, 0.7534], [-3.3612, -0.3862, 2.0639], [-3.7950, -1.9839, 1.4043], [-4.1415, 0.4293, -1.1676], [-2.6790, 0.5027, -2.1734], [-2.8297, 1.5614, -0.7257], [4.6648, 1.2780, -0.6580], [3.5610, 0.8872, -1.9853], [4.0664, -0.3938, -0.8637], [4.3753, 1.3082, 1.6232], [3.2689, 0.0426, 2.1964], [2.8919, 1.7463, 2.5064], [3.1079, 3.2589, -0.7167], [2.0103, 3.4736, 0.6502], [1.3832, 2.9400, -0.9168], [0.0173, -0.4166, -4.3287], [0.1579, 0.7646, -5.2232], [-1.1523, 1.4514, -5.3757], [-2.3308, 0.7335, -5.3277], [-2.3026, -0.6363, -4.9691], [-1.1550, -1.1773, -4.3197], [1.4129, -0.0126, -3.3292], [0.9588, 1.3300, -4.6324], [0.5233, 0.3833, -6.2083], [-1.0509, 2.5076, -5.6446], [-3.2707, 1.2181, -5.6150], [-3.1455, -1.2965, -5.1967], [-1.1966, -2.0828, -3.6997], [1.6446, -3.0274, 6.0089], [1.2595, -2.7464, 4.7398], [2.2278, -2.7548, 3.7048], [1.8648, -2.3447, 2.4245], [0.5785, -2.0359, 2.1190], [-0.3855, -2.0661, 3.0842], [-0.0801, -2.4084, 4.4072], [2.5989, -3.2400, 6.2596], [1.0299, -2.9969, 6.8044], [3.2627, -3.0348, 3.8814], [2.6113, -2.2934, 1.6090], [-1.4439, -1.8259, 2.8171], [-0.8567, -2.3998, 5.1790]]}